Computed, not measured: a molecular structure, C6H10IN2O in a non-equilibrium geometry, with ωB97M-V/def2-TZVPD.

Geometry as ORCA input:
```
! wB97M-V def2-TZVPD RIJCOSX def2/J DEFGRID3
* xyz 1 1
C 1.19758 -1.41639 0.71181
C -0.08775 1.07807 0.23846
C 1.04460 -2.53572 -0.21443
C -0.26923 -2.15023 -0.87676
C -0.92749 1.93507 -0.73728
C 0.31571 1.78199 1.47247
N -0.24750 -0.77538 -1.20006
N 0.13193 -0.15713 -0.11083
O 1.60845 -1.08381 1.77588
I 1.05847 -0.48968 -2.92929
H 1.84017 -2.78604 -0.96068
H 0.91926 -3.46495 0.54831
H -0.48336 -2.82461 -1.68096
H -1.04097 -2.35471 -0.20129
H -1.94093 1.69383 -0.40108
H -0.78871 2.90932 -0.40579
H -0.62752 1.80528 -1.73037
H 0.48057 2.84191 1.18132
H -0.52474 1.83872 2.14229
H 1.17216 1.19350 1.90349
*
```

Computed properties:
Energy relative to the best compared isomer or geometry (same formula, charge and spin), kcal per mole: 67.9
Lowest unoccupied orbital energy, eV: -5.23
Energy, Ha: -716.7119

---

Computed, not measured: a molecular structure, C6H10IN3 in a non-equilibrium geometry, with ωB97M-V/def2-TZVPD.

Geometry as ORCA input:
```
! wB97M-V def2-TZVPD RIJCOSX def2/J DEFGRID3
* xyz 0 1
C 3.16532 0.21084 0.08501
C 1.27176 -0.52221 0.03513
C -2.66873 0.63419 0.82717
C -1.06959 0.29786 -1.31641
C -0.38978 -0.60961 0.72288
C -1.26886 0.51984 0.17238
N 2.00764 0.42938 0.64964
N 1.84703 -1.31312 -0.81405
N 3.03418 -0.81705 -0.81673
I -0.16266 -0.49607 2.82367
H 4.17267 0.63664 0.24020
H -2.93384 1.62047 0.81646
H -2.64779 0.34149 1.91458
H -3.40831 0.00507 0.34364
H -1.02631 -0.79458 -1.60546
H -0.16948 0.71022 -1.63125
H -1.95382 0.55135 -1.82972
H -0.78236 -1.60952 0.31627
H -0.72883 1.51687 0.46314
H 3.71174 -1.31205 -1.39655
*
```

Computed properties:
Energy relative to the best compared isomer or geometry (same formula, charge and spin), kcal per mole: 47.3
Lowest unoccupied orbital energy, eV: 0.77
Energy, Ha: -696.5160

---

Computed, not measured: a gas-phase ion, C6H10N (charge +1) in a non-equilibrium geometry, with ωB97M-V/def2-TZVPD.

Geometry as ORCA input:
```
! wB97M-V def2-TZVPD RIJCOSX def2/J DEFGRID3
* xyz 1 1
C 2.13581 -1.35697 1.22388
C 1.10186 -0.74262 0.66991
C -0.18570 -0.11071 1.17366
C -0.52127 0.23093 -0.28603
C -1.89136 0.26191 -0.88316
N 0.44745 1.26392 -0.71752
C 0.72970 -0.48097 -0.71590
H 2.92793 -1.77070 0.62301
H 2.19624 -1.48973 2.29028
H -0.86614 -0.84499 1.59960
H -0.10486 0.72953 1.85889
H -2.55762 -0.36928 -0.30159
H -1.88222 -0.10200 -1.90799
H -2.28925 1.27485 -0.86751
H 0.97842 1.79731 -0.03868
H 0.35278 1.68214 -1.63358
H 1.09764 -0.81360 -1.67003
*
```

Computed properties:
Energy relative to the best compared isomer or geometry (same formula, charge and spin), kcal per mole: 26.7
SMILES string: C=C1C[C@@]2(C)[NH2+][C@@H]12
Lowest unoccupied orbital energy, eV: -4.17
Energy, Ha: -289.0404

---

Computed, not measured: a gas-phase ion, C6H10N (charge +1) in a non-equilibrium geometry, with ωB97M-V/def2-TZVPD.

Geometry as ORCA input:
```
! wB97M-V def2-TZVPD RIJCOSX def2/J DEFGRID3
* xyz 1 1
C -2.59815 -0.62786 -0.16113
C 0.38353 1.37555 -0.02232
C -0.18637 -0.90637 0.34285
C -1.04747 1.15857 -0.10257
C 0.98925 0.02952 0.11742
C 2.37046 -0.36243 -0.25633
N -1.37863 -0.13509 -0.01441
H -3.27064 0.15724 -0.38418
H -2.95637 -1.67256 0.16592
H 0.84689 2.22912 -0.51432
H 0.73438 1.64277 1.08359
H -0.00519 -1.77635 -0.35076
H -0.18787 -1.19042 1.43494
H -1.80664 1.96912 -0.44364
H 2.95215 -0.80629 0.71068
H 2.97900 0.23000 -0.77562
H 2.18167 -1.31453 -0.83012
*
```

Computed properties:
Energy relative to the best compared isomer or geometry (same formula, charge and spin), kcal per mole: 80.9
Lowest unoccupied orbital energy (alpha / beta), eV: -4.30 / -5.81
Energy, Ha: -288.9540

---

Computed, not measured: a gas-phase ion, C6H10N (charge +1) in a non-equilibrium geometry, with ωB97M-V/def2-TZVPD.

Geometry as ORCA input:
```
! wB97M-V def2-TZVPD RIJCOSX def2/J DEFGRID3
* xyz 1 1
C -1.25171 -0.10743 2.25791
C -0.00793 -0.42743 1.53568
N 0.28052 -0.21817 0.31745
C 1.41575 -0.60964 -0.57752
C 0.57248 -0.22322 -1.78591
C 0.10855 1.23847 -1.80235
C -0.64455 0.23696 -1.09734
H -2.02268 0.17174 1.60184
H -1.42152 -1.04524 2.86501
H -1.07044 0.61724 2.97319
H 0.67386 -1.10278 2.19155
H 1.66913 -1.61165 -0.42351
H 2.32777 -0.03103 -0.41595
H 0.53076 -0.76730 -2.70636
H 0.73456 2.04569 -1.25571
H -0.24481 1.78844 -2.65770
H -1.64974 0.04536 -1.02030
*
```

Computed properties:
Energy relative to the best compared isomer or geometry (same formula, charge and spin), kcal per mole: 46.2
SMILES string: C/C=[N+]1/C[C@@H]2C[C@@H]21
Lowest unoccupied orbital energy, eV: -3.85
Energy, Ha: -289.0093

---

Computed, not measured: a molecular structure, C6H10N in a non-equilibrium geometry, with ωB97M-V/def2-TZVPD.

Geometry as ORCA input:
```
! wB97M-V def2-TZVPD RIJCOSX def2/J DEFGRID3
* xyz 1 1
C 0.67339 1.29441 0.21107
C -0.45721 0.45826 0.12841
C -1.79232 0.65021 0.24792
C 0.32801 -0.58131 -0.46559
C -2.72673 -0.46457 0.07788
C 2.62928 -0.48585 0.39030
N 1.51313 0.22296 -0.36929
H 0.82947 2.29231 -0.10765
H -2.08189 1.64073 0.30967
H 0.19766 -1.11975 -1.40765
H -3.55167 -0.59432 0.98733
H -2.40973 -1.52601 -0.11889
H -3.57148 -0.34359 -0.60132
H 2.09068 -0.78769 1.37648
H 3.04816 -1.28620 -0.11986
H 3.52625 -0.02002 0.74751
H 1.75502 0.65043 -1.28632
*
```

Computed properties:
Energy relative to the best compared isomer or geometry (same formula, charge and spin), kcal per mole: 116.5
Lowest unoccupied orbital energy (alpha / beta), eV: -5.62 / -5.59
Energy, Ha: -288.8972

---

Computed, not measured: a gas-phase ion, C6H10N (charge +1) in a non-equilibrium geometry, with ωB97M-V/def2-TZVPD.

Geometry as ORCA input:
```
! wB97M-V def2-TZVPD RIJCOSX def2/J DEFGRID3
* xyz 1 1
C 2.30216 0.70046 -0.36366
C 1.04357 0.55633 -0.02348
C -0.13998 1.48261 0.14051
N -0.94983 0.33177 0.48521
C -2.17012 0.19253 0.76379
C 0.15912 -0.61822 0.35008
C -0.06308 -1.68885 -0.70539
H 2.97075 -0.14083 -0.41520
H 2.71557 1.66486 -0.60160
H -0.06791 2.21699 0.94649
H -0.47960 1.99658 -0.76224
H -2.57612 -0.78534 0.98626
H -2.83432 1.04678 0.78778
H 0.40099 -1.08278 1.31128
H -0.34281 -1.24307 -1.65663
H -0.83218 -2.39205 -0.39756
H 0.86379 -2.23777 -0.84563
*
```

Computed properties:
Energy relative to the best compared isomer or geometry (same formula, charge and spin), kcal per mole: 13.1
SMILES string: C=C1C[N+](=C)[C@H]1C
Lowest unoccupied orbital energy, eV: -4.90
Energy, Ha: -289.0622

---

Computed, not measured: 2 unconnected molecules or ions with the total composition C6H10N in a non-equilibrium geometry, with ωB97M-V/def2-TZVPD.

Geometry as ORCA input:
```
! wB97M-V def2-TZVPD RIJCOSX def2/J DEFGRID3
* xyz 1 1
C 1.60520 -0.77234 -1.41421
C 2.09759 -0.14967 -0.46305
C -1.56954 -1.37962 0.51940
C -1.45181 -0.12528 0.61417
C 2.48255 0.79257 0.33271
C -1.77525 1.10135 1.27183
N -1.00313 -0.60995 -0.71672
H 1.18260 -1.75556 -1.47809
H 2.29850 -0.55828 -2.26370
H -1.63251 -2.25782 0.92232
H 3.45598 1.08968 0.76590
H 1.78964 1.67743 0.33631
H -2.89800 1.33249 0.92267
H -1.03825 1.92520 0.89905
H -1.79913 1.02867 2.40085
H -0.03576 -0.58138 -1.09604
H -1.70867 -0.75749 -1.55342
*
```

Computed properties:
Energy relative to the best compared isomer or geometry (same formula, charge and spin), kcal per mole: 125.4
Lowest unoccupied orbital energy, eV: -3.53
Energy, Ha: -288.8832

---

Computed, not measured: a gas-phase ion, C6H10N (charge +1) in a non-equilibrium geometry, with ωB97M-V/def2-TZVPD.

Geometry as ORCA input:
```
! wB97M-V def2-TZVPD RIJCOSX def2/J DEFGRID3
* xyz 1 1
C -2.90101 0.22836 1.16045
C -2.07414 -0.14310 0.26209
C -1.22972 -0.82039 -0.46460
C 0.15461 -0.41745 -0.42596
C 1.12964 -0.96657 -1.31821
N 0.48116 0.57538 0.37610
C 1.82463 1.11135 0.45516
H -3.03502 -0.46436 2.01879
H -3.34265 1.18158 1.17497
H -1.39654 -1.56131 -1.15150
H 0.89960 -0.64801 -2.23513
H 1.04582 -2.04479 -1.25656
H 2.14578 -0.67281 -0.95781
H -0.15397 0.97020 1.00710
H 2.12782 1.54461 -0.44936
H 2.46074 0.17460 0.56805
H 1.86325 1.95272 1.23642
*
```

Computed properties:
Energy relative to the best compared isomer or geometry (same formula, charge and spin), kcal per mole: 27.0
SMILES string: C=C=C/C(C)=[NH+]/C
Lowest unoccupied orbital energy, eV: -4.81
Energy, Ha: -289.0399

---

Computed, not measured: a gas-phase ion, C6H10N (charge +1) in a non-equilibrium geometry, with ωB97M-V/def2-TZVPD.

Geometry as ORCA input:
```
! wB97M-V def2-TZVPD RIJCOSX def2/J DEFGRID3
* xyz 1 1
N -1.05151 -1.41240 -0.71642
C -0.72730 -0.23394 0.20343
C -1.35958 1.14501 -0.35405
C -0.18844 1.95607 -0.17268
C 1.28426 1.72303 0.46313
C 2.09635 0.61776 0.69531
C 1.02797 -0.55610 0.60706
H -0.27308 -2.04270 -0.88761
H -1.17491 -1.13198 -1.64001
H -1.89375 -2.01674 -0.40546
H -1.22957 -0.64640 1.01364
H -2.14378 1.24341 -1.00766
H -0.10748 2.96757 -0.39642
H 1.91105 2.62575 0.57511
H 3.10027 0.48421 0.77083
H 1.19512 -1.30188 -0.18867
H 0.69598 -0.84259 1.57767
*
```

Computed properties:
Energy relative to the best compared isomer or geometry (same formula, charge and spin), kcal per mole: 98.9
SMILES string: [NH3+][C@@H]1C=CC=CC1
Lowest unoccupied orbital energy, eV: -3.80
Energy, Ha: -288.9254

---

Computed, not measured: a gas-phase ion, C6H10N (charge +1) in a non-equilibrium geometry, with ωB97M-V/def2-TZVPD.

Geometry as ORCA input:
```
! wB97M-V def2-TZVPD RIJCOSX def2/J DEFGRID3
* xyz 1 1
N -1.48436 -1.29464 0.21967
C -0.21803 -0.59795 0.35264
C -0.37284 0.40434 1.45985
C 1.00608 0.91895 1.41187
C 1.48556 1.75993 0.38680
C 1.28145 1.22686 -0.86873
C 0.24293 0.16982 -1.01882
H -1.53478 -2.29818 -0.01757
H -2.20416 -0.93811 -0.35195
H -1.83882 -1.16881 1.18014
H 0.50180 -1.24022 0.68366
H -0.99820 1.31969 1.38189
H 1.81905 0.53201 1.98805
H 2.22086 2.56852 0.59839
H 1.94977 1.30414 -1.61596
H -0.58027 0.60186 -1.38856
H 0.65834 -0.46569 -1.79344
*
```

Computed properties:
Energy relative to the best compared isomer or geometry (same formula, charge and spin), kcal per mole: 95.4
SMILES string: [NH3+][C@@H]1C=CC=CC1
Lowest unoccupied orbital energy (alpha / beta), eV: -4.28 / -4.70
Energy, Ha: -288.9309

---

Computed, not measured: a gas-phase ion, C6H10N (charge +1) in a non-equilibrium geometry, with ωB97M-V/def2-TZVPD.

Geometry as ORCA input:
```
! wB97M-V def2-TZVPD RIJCOSX def2/J DEFGRID3
* xyz 1 1
C -3.08066 -0.68394 -0.18924
N -1.82909 -0.33884 0.18933
C -1.66220 1.11056 0.26154
C -0.52028 -1.07598 0.09786
C 0.80021 -0.71539 0.26184
C 2.08109 -0.56469 0.44124
C 3.19858 0.05525 -0.37491
H -3.94798 -0.03569 -0.21807
H -3.41604 -1.73112 -0.42460
H -0.80451 1.51298 -0.25065
H -1.19269 1.27312 1.23960
H -2.53822 1.61965 0.18548
H -0.49456 -2.13440 -0.25591
H 2.57088 -0.85759 1.30176
H 3.95877 0.32412 0.24040
H 2.73732 0.83222 -0.84455
H 3.53088 -0.77448 -0.94669
*
```

Computed properties:
Energy relative to the best compared isomer or geometry (same formula, charge and spin), kcal per mole: 77.2
SMILES string: C=[N+](C)C=C=CC
Lowest unoccupied orbital energy, eV: -5.42
Energy, Ha: -288.9600